Entry 1:
17
Properties=species:S:1:pos:R:3:nbo_charge:R:1 method="wB97M-V/def2-TZVPD" e_lumo_ev=0.8 gap_ev=10.50 charge=0 relative_energy_kcal_mol=67.1 multiplicity=1 smiles="C#CCC(=O)CC.[H][H]" homo_ev=-9.665
C 1.3194 -1.2385 2.4859 -0.2375
C 1.2858 -0.6891 1.4147 -0.0030
C 1.4717 -0.1575 0.0628 -0.5844
C 0.1260 0.3696 -0.3293 0.6142
O 0.0420 1.4136 -0.9313 -0.5346
C -1.0695 -0.4730 -0.0540 -0.5172
C -2.4472 -0.0356 -0.4249 -0.6011
H 1.3807 -1.7282 3.4215 0.2394
H 2.1769 0.6746 0.1230 0.2668
H 1.8472 -0.9115 -0.6517 0.2624
H -0.8787 -1.3963 -0.5852 0.2233
H -1.1264 -0.7247 0.9877 0.2416
H -3.3158 -0.6855 -0.2321 0.2208
H -2.3789 0.2042 -1.4736 0.2124
H -2.6262 0.8828 0.1141 0.2112
H 2.4317 2.2886 -2.1256 -0.0464
H 1.7611 2.2064 -1.8019 0.0321



Entry 2:
15
Properties=species:S:1:pos:R:3:nbo_charge:R:1 method="wB97M-V/def2-TZVPD" e_lumo_ev=-7.3 gap_ev=5.70 charge=+1 relative_energy_kcal_mol=169.2 multiplicity=1 homo_ev=-12.986
N -0.4604 0.3813 1.1708 -0.7402
C 0.1761 0.8102 -0.2778 0.7995
N 1.4688 0.9324 -0.8519 -0.7984
N -0.6645 1.7414 -0.9390 -0.8848
H -0.1022 1.1930 1.6871 0.4111
H -1.3692 0.6707 0.7935 0.4012
H 1.8786 1.7486 -0.4048 0.4373
H 1.9857 0.0952 -0.5781 0.4157
H -0.1091 2.6040 -0.9010 0.4253
H -0.6013 1.4298 -1.9109 0.4189
C -0.3818 -1.9805 0.2743 0.0204
N -0.1951 -3.2288 0.3973 -0.5607
H -1.3953 -1.5587 0.2112 0.1502
H 0.4548 -1.2742 0.0984 0.1145
H -0.6850 -3.5642 1.2308 0.3900



Entry 3:
111
Properties=species:S:1:pos:R:3:lowdin_spin:R:1 method="wB97M-V/def2-TZVPD" e_lumo_ev="2.1 / 2.2" gap_ev="4.80 / 7.57" charge=-1 relative_energy_kcal_mol=0.0 multiplicity=6 homo_ev="-2.691 / -5.389"
Mn 1.7640 -1.2024 0.3245 3.7451
C 5.3531 -0.2416 -2.2176 0.0006
C 4.7582 -1.5879 -2.4853 -0.0008
N 5.1378 -2.2687 -3.5322 -0.0007
C 4.5477 -3.4595 -3.7931 0.0035
C 3.6009 -4.0291 -2.9902 0.0008
C 2.9446 -5.3149 -3.4084 -0.0001
O 1.6398 -5.1294 -3.9390 0.0000
C 3.1973 -3.3231 -1.8245 0.0047
C 2.2609 -3.9252 -0.9140 0.0066
N 1.6650 -3.3894 0.0934 0.0008
C 0.6954 -4.2427 0.7036 0.0010
C -0.1834 -4.9488 -0.1186 0.0004
C -1.0972 -5.8461 0.4055 0.0000
C -1.1951 -6.0075 1.7784 0.0003
C -0.3554 -5.2830 2.6097 0.0000
C 0.5991 -4.4189 2.0828 0.0005
I 1.9298 -3.5285 3.4041 -0.0001
C 3.7422 -2.0604 -1.5837 0.0016
O 3.4168 -1.2959 -0.5980 0.0056
H 6.1337 -0.0394 -2.9477 0.0000
H 5.7582 -0.1892 -1.2051 0.0002
H 4.5765 0.5247 -2.2818 0.0001
H 4.8623 -3.9581 -4.7030 0.0002
H 2.8991 -6.0210 -2.5707 0.0000
H 3.5545 -5.7890 -4.1807 0.0000
H 1.3117 -4.2383 -3.7354 0.0000
H 2.0457 -4.9733 -1.1151 -0.0003
H -0.1627 -4.7673 -1.1875 0.0001
H -1.7454 -6.3944 -0.2654 0.0000
H -1.9191 -6.6897 2.2062 0.0000
H -0.4144 -5.4038 3.6830 0.0000
N 0.0100 -1.1476 1.1528 -0.0049
S -1.3572 -0.7267 0.8784 0.0189
N -1.7030 0.6303 0.0676 0.0319
S -1.4060 2.0534 0.6647 0.1304
N 0.0343 2.4572 1.1292 0.0206
S 1.3527 2.0630 0.2696 0.0227
N 1.6539 0.7261 -0.1680 0.0139
C 2.5532 2.7476 1.4022 0.0040
C 2.3300 3.8564 2.2080 0.0013
C 3.3417 4.2833 3.0531 0.0004
C 4.5476 3.5924 3.0973 -0.0001
C 4.7419 2.4672 2.3112 0.0002
C 3.7389 2.0327 1.4545 0.0002
C 1.3847 3.1772 -1.1363 0.0028
C 1.1005 2.5805 -2.3565 0.0023
C 1.0854 3.3672 -3.4990 0.0002
C 1.3772 4.7218 -3.4180 0.0019
C 1.6830 5.2994 -2.1928 0.0001
C 1.6822 4.5277 -1.0402 0.0017
C -2.3875 2.4531 1.9566 0.1330
C -1.8934 3.1150 3.1266 0.1226
C -2.7831 3.5678 4.0649 0.0284
C -4.1755 3.4245 3.9002 0.1980
C -4.6564 2.8196 2.7288 0.0164
C -3.8070 2.3422 1.7636 0.1366
C -1.8737 3.0300 -0.7619 0.0380
C -2.4906 2.4921 -1.8805 0.0183
C -2.9495 3.3464 -2.8763 0.0017
C -2.7928 4.7165 -2.7509 0.0160
C -2.1853 5.2457 -1.6162 0.0008
C -1.7378 4.4065 -0.6136 0.0116
C -2.3883 -1.8190 -0.0916 0.0053
C -2.9471 -2.9199 0.5419 0.0009
C -3.7227 -3.7988 -0.1977 0.0001
C -3.8789 -3.6099 -1.5638 0.0003
C -3.2636 -2.5383 -2.1946 0.0002
C -2.5280 -1.6247 -1.4566 0.0016
C -2.2340 -0.5820 2.4277 0.0046
C -1.4415 -0.5467 3.5652 0.0091
C -2.0531 -0.3847 4.7987 0.0065
C -3.4350 -0.2799 4.8841 0.0147
C -4.2141 -0.3311 3.7365 0.0046
C -3.6145 -0.4746 2.4952 0.0133
H 1.3696 4.3554 2.1896 0.0006
H 3.1839 5.1444 3.6902 0.0001
H 5.3320 3.9238 3.7667 0.0000
H 5.6668 1.9093 2.3755 0.0000
H 3.8357 1.1247 0.8702 -0.0001
H 0.9037 1.5154 -2.4055 0.0002
H 0.8571 2.9069 -4.4515 0.0000
H 1.3762 5.3294 -4.3146 0.0002
H 1.9214 6.3539 -2.1317 0.0000
H 1.9178 4.9777 -0.0855 0.0001
H -0.8273 3.2100 3.2744 0.0083
H -2.3957 4.0382 4.9617 -0.0027
H -4.8604 3.7878 4.6542 0.0161
H -5.7256 2.7173 2.5789 -0.0037
H -4.1977 1.8831 0.8630 0.0093
H -2.5882 1.4212 -1.9767 0.0017
H -3.4190 2.9295 -3.7583 -0.0001
H -3.1439 5.3768 -3.5338 0.0011
H -2.0624 6.3163 -1.5131 -0.0003
H -1.2818 4.8072 0.2842 0.0006
H -2.7911 -3.0838 1.6013 0.0000
H -4.1870 -4.6440 0.2933 0.0000
H -4.4648 -4.3137 -2.1421 0.0000
H -3.3407 -2.4118 -3.2662 0.0000
H -2.0279 -0.8028 -1.9439 0.0003
H -0.3672 -0.6494 3.4634 0.0008
H -1.4457 -0.3425 5.6935 0.0005
H -3.9085 -0.1535 5.8497 0.0016
H -5.2904 -0.2387 3.8036 -0.0002
H -4.2131 -0.4922 1.5936 0.0021
F 1.9423 -1.1511 -3.6903 0.0002
B 0.6881 -1.4560 -3.1814 0.0022
F -0.2522 -0.4872 -3.5657 0.0006
F 0.2749 -2.7413 -3.6037 0.0007
F 0.7522 -1.4910 -1.7493 0.0283
F 2.7497 -0.8865 1.9482 0.1303



no.,electronic energy (eV)
1,-8428.330
2,-8167.490
3,-151761.066